# C6H15N5

A 2-piece molecular cluster, C6H15N5 overall in a non-equilibrium geometry (the ωB97M-V functional and the def2-TZVPD basis, the OMol25 dataset).

Charge: +2
ΔE to the lowest compared entry with this formula, charge and spin: 860.9 kJ/mol
E_LUMO: -8.7735 eV
HOMO-LUMO gap: 0.327 Ha

Last column: Löwdin charge in e.
Geometry (Å):
C  3.4303  -0.3693  0.6289  0.36
C  1.2552  -2.1043  -0.6628  0.07
C  -1.9153  -0.8969  -0.3145  0.00
C  -0.8363  0.0995  1.5416  -0.02
C  -1.8571  1.4880  -0.0542  -0.03
C  0.2191  0.3448  -0.5605  -0.33
N  1.8091  2.0019  -0.2521  0.18
N  0.6238  1.6931  -0.5595  0.01
N  2.3531  -0.1658  0.1758  0.05
N  1.2296  -0.6264  -0.3022  -0.09
N  -1.0515  0.2629  0.0946  -0.34
H  4.4024  -0.1052  0.9059  0.13
H  0.5462  -2.2204  -1.3890  0.05
H  2.3463  -2.2122  -1.0380  0.14
H  1.0792  -2.8429  0.1941  0.14
H  -2.1072  -0.6919  -1.4727  0.15
H  -1.6128  -1.9119  -0.1118  0.10
H  -2.9414  -0.9201  0.1584  0.14
H  -0.1358  -0.6541  1.8257  0.08
H  -0.2147  1.0309  1.9790  0.17
H  -1.8282  -0.0828  2.2090  0.19
H  -2.8509  1.4608  0.3418  0.12
H  -1.4249  2.4297  0.2348  0.11
H  -2.1201  1.7553  -1.0959  0.13
H  -0.1581  0.1849  -2.2491  0.33
H  1.7600  3.0525  -0.2273  0.14

# C6H15NO

A 2-piece molecular cluster, C6H15NO overall in a non-equilibrium geometry (the ωB97M-V functional and the def2-TZVPD basis, the OMol25 dataset).

ΔE to the lowest compared entry with this formula, charge and spin: 48.1 kJ/mol
E_LUMO: 0.7653 eV
HOMO-LUMO gap: 0.387 Ha

Last column: Löwdin charge in e.
Geometry (Å):
C  -1.3134  -0.2045  -0.2355  -0.48
C  -2.1029  0.4686  -1.3721  -0.07
C  -2.0405  -0.0970  1.1180  -0.08
C  -0.8974  -1.6133  -0.6591  -0.09
H  -0.3844  0.3298  -0.1031  0.06
H  -2.5429  -0.2430  -2.0587  0.07
H  -1.3974  1.0298  -1.9936  0.08
H  -3.1141  0.0259  0.9909  0.07
H  -1.8786  -0.9645  1.7610  0.07
H  -1.6842  0.8067  1.6227  0.07
H  -0.2287  -1.5797  -1.5148  0.07
H  -0.4062  -2.1313  0.1630  0.06
H  -1.7629  -2.2451  -0.9012  0.08
H  -2.8428  1.1841  -1.0115  0.07
C  3.3089  0.4797  -0.3170  -0.01
C  2.0757  0.9398  0.4142  -0.59
O  1.3631  1.7783  -0.1332  0.01
N  1.7594  0.4706  1.6425  0.17
H  3.5268  -0.5898  -0.2136  0.08
H  4.1531  1.0223  0.1086  0.08
H  0.8216  0.6544  1.9508  0.10
H  2.3377  -0.1963  2.1173  0.10
H  3.2500  0.6745  -1.3756  0.08

# C6H15NO

A 2-piece molecular cluster, C6H15NO overall in a non-equilibrium geometry (the ωB97M-V functional and the def2-TZVPD basis, the OMol25 dataset).

ΔE to the lowest compared entry with this formula, charge and spin: 113.0 kJ/mol
E_LUMO: 0.8156 eV
HOMO-LUMO gap: 0.332 Ha

Last column: Löwdin charge in e.
Geometry (Å):
C  -1.9819  -0.3098  -1.9629  -0.09
C  -0.5158  -0.0222  -1.6253  -0.22
N  0.4769  -1.6938  0.5528  0.07
C  -0.1109  -0.4050  0.8418  -0.36
C  -0.4163  0.4240  -0.1720  -0.31
C  -0.7614  1.8674  0.1025  -0.06
C  0.0385  0.0946  2.2458  -0.04
H  -2.6220  0.5077  -1.6413  0.07
H  -2.2877  -1.2024  -1.4113  0.07
H  -2.1440  -0.4923  -3.0254  0.07
H  0.1514  -0.8588  -1.8173  0.10
H  -0.1630  0.8388  -2.1985  0.11
H  -0.0410  -2.1607  -0.1819  0.08
H  0.2792  -2.2951  1.3533  0.09
H  0.1354  2.4309  0.3783  0.09
H  -1.1529  2.3300  -0.8056  0.08
H  -1.4974  1.9590  0.8702  0.07
H  -0.8244  0.6987  2.5285  0.08
H  0.3046  -0.6248  2.9982  0.07
H  0.8313  0.8585  2.2308  0.09
H  2.2132  0.5667  -0.3270  0.01
H  2.4558  -0.7269  0.3668  0.01
O  2.9264  0.0700  0.0802  -0.06